# H27O13

A molecular structure, H27O13 (ωB97M-V with the def2-TZVPD basis set, the Open Molecules 2025 dataset).

Calculated values
- LUMO level: -3.2 eV
- Orbital gap: 10.808 eV
- Electronic energy: -27045.685 eV
- Relative energy (zero: lowest compared OMol25 entry of this formula, charge and spin): 519.9 kJ/mol
- Charge: +1

Cartesian coordinates (Å):
O -1.613 3.170 -0.869
H 4.219 -0.033 -0.133
H 0.177 0.778 -1.875
O -3.587 -0.127 -1.936
H 3.250 -0.779 0.109
H 2.409 -2.724 0.800
O 2.522 2.601 -0.272
H -2.666 -0.525 -2.655
O 2.048 -3.555 0.767
H 2.197 2.222 1.374
H 1.638 -3.801 1.551
O 1.394 1.813 1.787
H -0.993 3.822 -0.475
H -2.857 0.325 -1.294
O -3.186 0.583 0.292
H 0.552 -0.230 1.387
H -2.899 1.488 0.263
O 1.049 -1.158 1.511
H 0.927 0.731 -0.620
H 0.485 -1.982 1.837
O -1.475 -0.656 -3.369
H -1.272 -0.974 -4.121
H 1.520 0.906 1.662
O -1.360 -1.655 2.674
H -0.450 1.656 1.679
H -1.626 -0.752 3.148
O 0.500 -2.630 -1.188
H 0.863 -3.273 -1.762
H 1.130 -2.610 -0.461
O 3.447 -0.308 -0.599
H -0.837 -0.887 -2.641
H -0.994 2.323 -0.575
O -1.012 1.085 2.282
H -1.837 -1.724 1.813
H -1.017 1.613 3.017
O -0.012 0.735 -0.947
H 3.511 2.511 -0.302
H -3.899 -1.019 -1.668
H -2.532 0.401 1.022
H 2.284 2.641 -1.213

Here are the natural (NBO) charges for atoms 1 to 6, given in e: atom 1 (O): -0.9709, atom 2 (H): 0.4617, atom 3 (H): 0.4773, atom 4 (O): -0.8506, atom 5 (H): 0.4516, atom 6 (H): 0.4732